C24H60BaN5O11 | ωB97M-V/def2-TZVPD

maximum force: 0.132 Eh/bohr
LUMO energy (alpha / beta): -5.985 / -9.122 eV
E_HOMO (alpha / beta): -12.1 / -12.1 eV

Structure (ORCA input):
```
! RIJCOSX wB97M-V def2-TZVPD def2/J DEFGRID3
* xyz 2 2
Ba -4.39 22.84 4.23
O -5.17 24.99 5.77
O -10.12 26.72 5.63
O -9.74 29.88 2.27
O -6.35 25.25 7.45
O -6.40 29.47 2.10
O -6.55 28.89 7.40
O -6.90 22.69 5.15
O -9.01 22.47 10.08
O -7.20 16.15 11.11
O -2.51 23.02 6.20
O -6.78 26.30 5.69
N -4.74 21.29 6.54
N -9.98 27.00 2.88
N -7.83 19.10 11.06
N -6.12 25.52 6.29
N -5.24 29.43 4.77
C -8.12 23.27 4.66
C -8.05 21.39 10.04
C -4.36 22.19 7.57
C -1.12 23.26 5.96
C -11.05 25.97 4.87
C -5.20 29.44 7.27
C -6.18 15.15 11.31
C -8.73 20.10 10.48
C -9.91 31.22 1.83
C -10.73 29.06 1.60
C -7.14 21.93 6.30
C -6.17 20.88 6.58
C -6.67 29.75 0.74
C -11.31 26.69 3.51
C -6.92 28.40 8.65
C -4.53 28.97 5.99
C -8.59 17.99 11.68
C -4.96 29.55 2.32
C -4.56 28.89 3.59
C -9.91 26.11 6.90
C -10.21 27.61 1.56
C -2.85 22.43 7.47
C -8.47 23.69 9.64
C -7.61 16.89 12.24
H -6.56 30.82 0.56
H -7.25 21.59 10.75
H -0.65 23.92 6.68
H -5.33 30.52 7.31
H -4.43 27.88 6.04
H -10.64 24.97 4.73
H -6.93 29.23 9.37
H -9.25 19.73 9.59
H -4.07 20.54 6.53
H -7.72 21.11 9.04
H -4.76 30.62 2.33
H -8.36 23.84 8.57
H -8.36 24.11 5.32
H -11.95 26.09 2.88
H -3.55 29.44 6.08
H -11.93 27.57 3.70
H -10.81 26.17 7.52
H -4.34 29.16 1.51
H -7.70 29.46 0.56
H -9.05 24.48 10.12
H -4.80 23.17 7.38
H -4.70 27.81 3.57
H -6.21 27.62 8.93
H -9.26 18.34 12.47
H -3.48 28.96 3.66
H -9.12 26.56 7.49
H -7.12 22.62 7.15
H -11.67 29.18 2.15
H -9.59 31.35 0.80
H -6.47 14.29 11.91
H -6.76 17.27 12.81
H -8.93 22.54 4.69
H -2.37 23.00 8.26
H -8.03 16.17 12.94
H -12.01 25.91 5.38
H -5.98 14.71 10.34
H -6.38 19.98 5.99
H -10.98 29.40 0.59
H -5.17 30.44 4.67
H -2.34 21.46 7.51
H -7.93 27.99 8.67
H -8.08 23.74 3.68
H -9.55 26.13 2.61
H -4.63 21.77 8.54
H -4.57 29.24 8.14
H -6.35 20.52 7.59
H -9.57 20.32 11.14
H -5.25 15.55 11.72
H -7.49 23.82 10.11
H -10.84 26.99 0.92
H -9.27 17.54 10.96
H -6.12 29.18 0.00
H -9.56 25.08 6.86
H -10.93 31.59 1.82
H -9.26 27.54 1.05
H -8.12 21.47 6.23
H -0.66 22.28 6.08
H -9.27 31.80 2.50
H -1.01 23.61 4.94
H -7.33 18.71 10.27
*
```

Results of the Mulliken charge analysis, in e, for atoms 1 through 5:
1 Ba 1.846
2 O -0.713
3 O -0.108
4 O -0.150
5 O -0.594

=====

C24H60F2N9O9P3 | ωB97M-V/def2-TZVPD

energy above the lowest of the compared OMol25 structures with the same formula, charge and spin: 0.000 eV
maximum force: 0.032 Eh/bohr
LUMO energy: 0.167 eV
E_HOMO: -7.9 eV
structure (SMILES): CN(C)P(=O)(N(C)C)N(C)C.CN(C)P(=O)(N(C)C)N(C)C.CN(C)P(=O)(N(C)C)N(C)C.O=C1OC[C@@H](F)O1.O=C1OC[C@@H](F)O1

Structure (ORCA input):
```
! RIJCOSX wB97M-V def2-TZVPD def2/J DEFGRID3
* xyz 0 1
P -4.78 3.55 0.09
P 0.33 1.36 4.77
P 1.81 -4.74 -2.49
F -0.51 -1.29 -0.89
F 6.16 3.14 -3.50
O 0.62 2.46 -0.48
O 1.74 0.51 -0.31
O 4.18 1.82 -1.76
O 0.10 0.69 -1.78
O -5.99 3.76 0.89
O 2.27 -3.35 -2.68
O 6.20 2.62 -1.29
O 0.34 1.40 6.24
O 4.47 3.07 0.10
N 0.36 -4.99 -1.74
N 1.58 -5.55 -3.93
N 0.41 2.87 4.09
N 1.53 0.42 4.11
N -1.06 0.75 4.10
N -3.64 4.72 0.16
N -4.04 2.11 0.46
N 2.89 -5.62 -1.60
N -5.16 3.46 -1.52
C 4.90 2.55 -0.86
C 0.87 1.37 -0.85
C -2.55 4.80 1.11
C -4.16 3.53 -2.58
C 2.74 0.13 4.86
C 1.01 3.91 4.93
C 0.41 3.11 2.65
C -4.94 1.05 0.87
C -2.22 1.65 4.11
C -2.77 1.67 -0.07
C 6.29 2.13 -2.60
C -0.77 -4.35 -2.41
C 4.26 -5.13 -1.53
C -3.95 5.99 -0.45
C 0.68 -6.69 -4.08
C 2.57 -5.29 -4.96
C 0.29 -4.95 -0.28
C 2.74 -7.06 -1.46
C 5.10 1.17 -2.62
C 1.59 0.10 2.70
C 0.40 -0.67 -1.72
C 1.77 -0.68 -1.09
C -1.43 -0.59 4.49
C -6.57 3.61 -1.93
H 1.17 4.81 4.35
H 1.74 -7.32 -1.11
H 2.24 0.80 2.18
H 2.41 -4.30 -5.40
H -1.69 -4.51 -1.83
H 2.86 -0.96 4.99
H -1.60 -0.69 5.57
H -1.96 2.68 3.86
H -0.74 -5.16 0.01
H 0.34 4.15 5.76
H -2.90 1.05 -0.97
H -1.73 5.41 0.72
H 2.03 -1.55 -0.49
H -6.68 3.47 -3.00
H -0.67 -3.25 -2.40
H 3.64 0.44 4.33
H -3.22 3.13 -2.23
H 1.92 -0.93 2.55
H -2.27 1.00 0.63
H -3.96 4.57 -2.88
H 4.83 -5.75 -0.84
H 4.80 -5.12 -2.49
H 0.19 4.17 2.48
H -2.91 1.36 3.33
H 0.83 -7.47 -3.34
H -5.49 0.61 0.03
H 1.94 3.58 5.41
H 3.47 -7.45 -0.75
H 1.41 2.97 2.23
H 2.43 -5.99 -5.78
H -4.87 5.93 -1.03
H 0.87 -7.11 -5.07
H -2.34 -0.90 3.97
H -2.13 2.52 -0.28
H 3.59 -5.33 -4.57
H 2.90 -7.56 -2.42
H -4.07 6.77 0.30
H 4.64 0.98 -3.59
H -0.36 -6.39 -4.06
H -0.34 2.52 2.12
H -4.43 0.24 1.40
H 5.40 0.22 -2.18
H 0.62 0.17 2.21
H -7.18 2.86 -1.41
H 0.35 -1.13 -2.70
H -2.66 1.68 5.11
H -2.84 5.26 2.07
H -4.47 2.94 -3.44
H -0.95 -4.67 -3.43
H -6.95 4.58 -1.61
H 7.24 1.61 -2.70
H -3.17 6.29 -1.17
H 0.96 -5.70 0.14
H 2.57 -0.63 -1.84
H -5.67 1.44 1.59
H 0.56 -3.97 0.12
H 2.71 0.61 5.84
H -2.13 3.84 1.41
H 4.29 -4.10 -1.17
H -0.65 -1.29 4.18
*
```

Results of the Mulliken charge analysis, in e, for atoms 1 through 5:
1 P -0.039
2 P -0.047
3 P 0.147
4 F -0.301
5 F -0.289

=====

C24H60In2N4Na3O16P2 | ωB97M-V/def2-TZVPD

energy above the lowest of the compared OMol25 structures with the same formula, charge and spin: 4.599 eV
maximum force: 0.065 Eh/bohr
LUMO energy: -13.237 eV
E_HOMO: -15.4 eV

Structure (ORCA input):
```
! RIJCOSX wB97M-V def2-TZVPD def2/J DEFGRID3
* xyz 3 1
In 4.83 -1.50 0.42
In 1.92 -2.24 -2.70
P 0.72 -0.13 -0.12
P 2.67 -4.24 0.20
Na 2.53 1.82 -1.47
Na -1.29 1.31 1.03
Na 0.39 -2.96 1.41
O -2.65 4.24 -3.61
O 2.15 -0.67 -0.20
O -3.69 0.84 1.08
O -1.95 4.16 1.31
O 0.73 1.42 -0.05
O 2.69 -3.10 1.28
O 3.63 -3.72 -0.86
O 3.70 0.58 2.23
O -3.36 -4.87 -2.74
O 3.12 -5.62 0.68
O -3.20 -1.20 5.98
O -0.01 -1.57 -4.96
O 1.30 -4.10 -0.51
O 7.49 -1.00 1.43
O 0.05 -0.53 -1.40
O -0.14 -0.75 1.03
N -1.22 2.94 -1.15
N 6.03 1.27 0.92
N -1.62 -0.37 3.21
N -1.22 -2.67 -2.54
C -3.19 4.81 1.44
C -3.01 -0.64 2.94
C -1.09 4.35 -0.95
C -1.21 -0.93 4.56
C -1.82 -3.46 -1.45
C -2.03 -2.34 -3.73
C 2.39 0.33 2.77
C 8.32 -2.01 2.01
C -0.92 4.73 0.53
C 7.52 1.35 0.89
C -1.09 2.59 -2.55
C -2.15 -4.85 -1.91
C -2.36 2.85 -3.38
C 8.04 -0.04 0.56
C -4.49 0.98 -0.01
C -3.71 -6.11 -3.26
C -4.06 -0.71 6.97
C 3.87 1.86 1.78
C -1.34 -1.18 -4.60
C -3.61 4.44 -4.61
C -1.94 -0.43 5.79
C 5.36 2.21 1.86
C -3.47 -0.54 1.43
C 0.40 -0.97 -6.26
H -0.10 4.64 -1.32
H 9.01 -1.44 2.63
H -3.94 4.14 1.03
H 1.36 -1.47 -6.38
H -1.34 -0.33 6.70
H -3.98 -1.19 7.94
H 7.89 1.65 1.87
H -1.34 -5.19 -2.56
H -2.21 0.58 5.51
H 2.32 0.74 3.77
H -5.56 0.77 -0.04
H -1.15 -3.45 -0.59
H 5.55 2.31 2.93
H -4.03 -6.86 -2.53
H -1.94 4.86 -1.41
H 0.48 0.11 -6.15
H -3.28 5.74 0.88
H -5.12 -0.82 6.74
H -2.21 -3.22 -4.35
H 8.87 -2.68 1.35
H -4.04 0.37 7.12
H -3.30 4.09 -5.60
H -2.65 -0.93 0.83
H -4.40 -1.06 1.23
H -3.77 -0.15 3.55
H 7.81 -2.49 2.85
H -4.05 0.48 -0.87
H 3.39 2.66 2.36
H -2.01 2.43 -4.32
H 3.30 2.07 0.88
H -1.96 -0.99 -5.47
H -0.08 4.08 0.82
H -3.04 -2.12 -3.37
H -3.44 5.06 2.47
H -1.05 -1.75 -2.16
H 5.55 3.24 1.54
H -1.23 -2.02 4.54
H -0.18 2.98 -3.00
H -0.15 -0.71 4.72
H 9.12 0.03 0.68
H -0.69 5.78 0.72
H -1.35 -0.36 -3.88
H -1.03 -0.60 2.43
H -0.34 -1.20 -7.02
H 7.96 2.03 0.15
H -4.57 4.00 -4.35
H -3.26 2.33 -3.06
H -0.42 2.49 -0.73
H -3.28 -1.64 3.27
H 5.75 1.72 0.05
H 7.83 -0.38 -0.45
H -2.93 -6.53 -3.90
H -0.90 1.53 -2.66
H 1.56 0.72 2.18
H -4.60 -5.90 -3.84
H -3.69 5.52 -4.76
H -4.47 2.05 -0.25
H -2.20 -5.60 -1.12
H 2.30 -0.75 2.86
H -2.78 -3.00 -1.20
*
```

Results of the Mulliken charge analysis, in e, for atoms 1 through 5:
1 In 1.371
2 In 1.227
3 P -1.082
4 P 0.511
5 Na 0.861